Entry 1:
Formula: C7H10
Source: OMol25
Level of theory: the ωB97M-V functional and the def2-TZVPD basis

Each line ends with the Mulliken charge.
Atoms and positions in Å:
C  -1.6568  0.0441  -1.2595  -0.86
C  -0.6938  0.0426  -0.3441  0.42
C  -0.6830  0.6313  1.0505  -0.72
C  0.8199  0.9180  1.1739  -0.35
C  1.4730  0.9617  -0.1870  -0.59
C  0.7417  -0.2858  -0.6098  -0.25
C  1.6038  -0.2354  0.6261  -0.44
H  -2.6483  0.4420  -1.0663  0.26
H  -1.4579  -0.3452  -2.2566  0.28
H  -1.0101  -0.1100  1.7948  0.25
H  -1.3102  1.5236  1.1388  0.38
H  1.2335  1.5058  1.9902  0.40
H  2.1011  1.6518  -0.7255  0.42
H  1.0507  -0.8764  -1.4697  0.43
H  2.4611  -0.8017  0.9610  0.38
H  -1.2332  -2.2612  -0.5333  -0.22
H  -0.7916  -2.8052  -0.2834  0.22

Cartesian forces, eV/Å:
0.1 0.0 0.1
-0.1 0.1 -0.1
0.0 0.1 0.0
0.0 0.1 0.2
0.2 0.3 -0.1
-0.1 0.0 -0.3
0.1 -0.1 0.1
0.1 -0.1 0.0
-0.1 0.0 0.2
0.1 0.2 -0.1
0.1 -0.1 0.0
-0.1 -0.1 -0.2
0.1 -0.1 0.2
0.0 0.3 0.1
-0.3 0.0 0.0
0.1 -0.3 0.1
0.0 -0.2 0.0

HOMO level	-8.782	eV
multiplicity	1
structure (SMILES)	C=C1C[C@@H]2[C@@H]3[C@H]1[C@H]23.[H][H]
frontier orbital gap	10.0	eV
relative energy (zero: lowest compared OMol25 entry of this formula, charge and spin)	3.640	eV


Entry 2:
Formula: C10H10OS2
Source: OMol25
Level of theory: the ωB97M-V functional and the def2-TZVPD basis

Each line ends with the Mulliken charge.
Atoms and positions in Å:
C  0.7630  1.0518  2.3747  -1.13
C  -0.1488  0.2764  1.8662  -0.30
C  -0.3715  0.1626  0.4326  0.78
S  -1.8705  -0.8767  0.0205  -0.24
C  -1.4845  0.9018  -0.3811  0.04
O  -2.2434  1.8243  0.4248  -0.54
C  -1.3562  1.0953  -1.8289  -0.86
C  -0.2595  0.6933  -2.5141  -0.56
C  0.8948  0.0170  -1.9395  -0.87
S  2.1222  0.9253  -0.9182  -0.15
C  0.9013  -0.3525  -0.4278  1.28
C  1.3301  -1.6378  -0.0591  0.16
C  0.8748  -2.3152  1.0619  -1.03
H  0.9996  0.9303  3.3841  0.35
H  1.2903  1.6412  1.6906  0.30
H  -0.7805  -0.5177  2.3167  0.51
H  -3.2066  1.5253  0.3556  0.38
H  -2.1573  1.6623  -2.2216  0.40
H  -0.2598  1.0078  -3.5242  0.42
H  1.1709  -0.8593  -2.5718  0.37
H  2.2090  -1.9897  -0.7206  0.24
H  1.3046  -3.2601  1.3600  0.29
H  0.2780  -1.9060  1.8191  0.17

Cartesian forces, eV/Å:
-0.4 -0.7 0.1
-1.7 -1.2 0.0
-0.4 -0.4 -4.2
0.4 0.4 -0.1
0.2 -1.2 2.9
-1.0 -1.2 -1.5
2.1 -0.1 0.6
-2.1 1.6 1.2
0.0 -1.6 1.3
-0.3 -0.7 -0.5
-3.2 3.6 -0.8
1.7 -3.5 2.1
2.6 0.4 -2.8
0.5 0.4 1.4
1.0 1.1 -0.4
0.7 1.3 0.9
2.0 0.7 0.2
-0.6 0.4 -0.9
0.4 -0.2 -1.1
0.6 0.9 0.5
-1.6 0.0 1.2
0.1 -0.2 -0.4
-1.0 0.5 0.3

HOMO level	-8.751	eV
multiplicity	1
structure (SMILES)	C=C[C@@]12S[C@]1(O)C=C[C@H]1S[C@]12C=C
frontier orbital gap	9.1	eV
relative energy (zero: lowest compared OMol25 entry of this formula, charge and spin)	1.495	eV


Entry 3:
Formula: C12H43N10O13
Source: OMol25
Level of theory: the ωB97M-V functional and the def2-TZVPD basis

Each line ends with the Mulliken charge.
Atoms and positions in Å:
O  -0.4744  1.0987  0.7010  -0.26
C  -0.2468  -0.1904  0.2602  0.40
O  0.2334  -0.9615  1.1215  -0.30
O  -0.5930  -0.5412  -0.8922  0.45
H  -0.1407  0.8735  1.6008  -0.08
C  2.5242  2.7707  1.3018  -0.28
O  3.7697  2.2870  1.8332  -0.62
H  1.7595  2.8008  2.0860  0.18
H  2.6401  3.8152  1.0072  0.30
H  2.2486  2.0419  0.5476  0.08
H  3.9554  2.6851  2.6877  0.29
C  1.7338  1.9178  -2.2726  -0.21
O  2.4070  0.7930  -1.7677  -0.58
H  0.9598  2.2774  -1.5759  -0.15
H  2.3812  2.7993  -2.2755  0.41
H  1.3147  1.7612  -3.2688  0.23
H  1.7851  0.0670  -1.6321  0.28
C  -1.3406  1.0571  4.3855  -0.10
O  -1.0711  1.3469  5.7436  -0.57
H  -1.5336  -0.0118  4.3139  0.22
H  -2.1441  1.6889  4.0168  0.28
H  -0.4896  1.2150  3.7060  -0.14
H  -1.0232  2.2909  5.9024  0.30
C  -0.4004  -3.6607  3.3519  -0.47
O  -1.3497  -3.0185  2.5344  -0.61
H  -0.0779  -4.6263  2.9411  0.24
H  0.4798  -3.0294  3.5015  0.08
H  -0.8284  -3.9042  4.3267  0.31
H  -0.9088  -2.4752  1.8713  0.29
C  3.5481  -1.2074  3.4091  0.48
O  3.0616  -2.2093  3.9496  -0.65
N  4.7077  -0.6396  3.9265  -0.38
N  3.0833  -0.6101  2.2548  -0.10
H  5.1200  -1.0104  4.7569  0.22
H  5.0830  0.2082  3.5460  0.12
H  3.5988  0.2516  2.0722  0.27
H  2.1093  -0.7780  2.0421  0.05
C  -3.0009  2.0441  -2.3713  0.41
O  -3.9455  2.7375  -2.7399  -0.73
N  -1.6918  2.4601  -2.5097  -0.15
N  -3.0416  0.7849  -1.8309  -0.03
H  -0.9490  1.8481  -2.2234  -0.08
H  -1.4225  3.3040  -2.9717  0.20
H  -2.1370  0.5058  -1.4563  -0.03
H  -3.8522  0.1863  -1.7810  0.11
C  1.5123  -4.1908  -0.3445  0.37
O  1.6685  -5.4073  -0.4588  -0.74
N  0.3897  -3.5588  -0.7957  0.00
N  2.3247  -3.4389  0.4584  -0.24
H  0.2639  -2.5569  -0.7475  -0.01
H  -0.1603  -4.0660  -1.4584  0.07
H  3.0356  -3.9307  0.9608  0.24
H  1.9675  -2.5436  0.7491  0.07
C  -0.3794  5.2331  1.8158  0.67
O  -1.0980  4.8435  2.7202  -0.64
N  -0.3126  4.6171  0.5798  -0.24
N  0.3578  6.3946  1.9111  -0.42
H  -0.6872  3.6908  0.4618  0.07
H  0.2044  5.0555  -0.1524  0.15
H  0.7969  6.8155  1.1213  0.16
H  0.1806  6.9009  2.7620  0.24
C  -3.9989  -2.7814  -2.1711  0.57
O  -4.8336  -1.8775  -1.9745  -0.71
N  -2.6752  -2.6726  -1.7931  -0.03
N  -4.3847  -4.0267  -2.6535  -0.38
H  -2.2896  -1.8036  -1.4679  -0.07
H  -2.0761  -3.3971  -2.1301  0.10
H  -3.6446  -4.6675  -2.8533  0.15
H  -5.3491  -4.2485  -2.7746  0.22
C  -0.6284  -0.7860  -6.0604  -1.42
C  -1.0238  -1.3243  -4.7022  0.20
O  0.1028  -1.0918  -3.8414  -0.64
H  0.1298  -1.4067  -6.5358  0.32
H  -0.4332  0.2817  -5.9950  0.32
H  -1.4813  -0.8631  -6.7501  0.40
H  -1.2446  -2.3951  -4.7552  0.22
H  -1.8677  -0.7378  -4.3265  0.18
H  -0.2075  -1.1036  -2.9282  0.10

Cartesian forces, eV/Å:
0.7 -1.1 0.3
-0.6 -1.2 -0.2
0.5 0.2 0.2
0.2 0.9 -0.4
-0.4 1.2 -0.1
0.3 0.0 1.3
0.3 -0.1 0.0
-0.1 -0.3 -0.1
0.0 -0.2 -0.7
-0.1 0.4 -0.4
-0.2 0.2 0.0
-0.5 0.7 0.6
0.3 0.1 0.1
-0.3 -0.4 -0.1
0.6 -0.4 -0.3
0.0 0.0 0.0
-0.1 0.2 -0.2
0.3 0.1 -0.3
0.3 -0.3 0.3
-0.4 0.1 0.1
-0.3 -0.3 -0.2
0.2 0.2 0.4
0.0 0.1 -0.3
0.5 -0.1 -0.1
-0.6 -0.1 0.1
0.1 0.1 -0.2
0.1 -0.1 0.1
-0.2 0.3 0.0
0.3 0.0 0.1
-0.1 -1.3 0.6
0.3 1.2 -0.7
-0.4 0.2 -0.6
1.3 -0.3 1.5
-0.1 -0.2 0.1
0.1 0.0 0.0
-1.1 -0.1 -0.6
-0.1 0.4 -0.3
-0.6 0.1 -0.5
0.4 -0.6 0.2
0.5 -0.1 0.4
0.6 0.8 0.0
0.0 -0.1 -0.1
-0.5 0.2 -0.1
-0.6 -0.7 0.0
-0.1 0.2 0.0
-0.4 -1.1 1.6
0.2 0.4 -0.7
0.1 0.4 -0.4
-0.4 0.4 -1.0
0.0 0.0 0.1
0.1 -0.2 0.0
0.0 0.1 0.3
0.3 0.0 0.3
-0.8 -0.1 -1.0
0.6 -0.1 0.0
0.1 0.4 1.0
-0.2 -0.6 0.6
-0.1 0.0 0.0
0.1 -0.2 -0.3
0.1 0.2 -0.1
0.2 0.2 -0.3
-1.4 1.1 1.1
1.3 -1.2 -0.4
-1.3 -0.7 -0.9
1.3 1.2 0.2
0.1 0.1 0.0
0.5 0.1 0.2
-0.3 -0.6 -0.1
-0.1 0.1 -0.1
-1.2 -0.5 -0.6
0.8 0.8 0.1
-0.2 -0.2 0.0
0.5 0.4 0.2
0.6 -0.1 0.0
-0.1 0.0 0.2
-0.2 0.1 0.1
-0.2 -0.4 0.0
0.0 0.1 0.2

HOMO level	-6.992	eV
multiplicity	1
frontier orbital gap	9.0	eV
total charge	-1